C6H5F2NO3 | ωB97M-V/def2-TZVPD

XYZ file:
```
17
Properties=species:S:1:pos:R:3:forces:R:3
C 1.216 -1.534 0.420 0.565 2.317 -0.631
C 1.942 -0.347 -0.010 0.538 1.431 -1.054
C -0.075 -1.586 0.351 -3.898 -1.542 0.673
C 1.504 0.896 -0.271 0.401 -1.489 -0.208
C 0.097 1.289 -0.156 -2.424 -0.937 -0.056
C -0.968 -0.390 0.263 3.246 3.358 1.446
N -2.042 -0.223 -0.636 -2.221 -2.127 -2.695
O -1.954 -0.903 -1.680 0.386 0.983 1.164
O -3.007 0.488 -0.398 1.175 0.104 0.422
O -0.214 2.061 0.925 0.542 0.188 -0.261
F 2.339 1.743 -0.968 -0.975 -0.479 0.767
F -1.389 -0.010 1.515 -0.051 -0.689 -0.604
H 1.716 -2.390 0.717 1.209 -1.401 0.304
H 2.889 -0.476 -0.493 0.837 -0.435 0.388
H -0.565 -2.562 0.630 0.271 1.176 -0.452
H -0.340 1.648 -1.133 0.418 -0.417 0.911
H -1.150 2.297 0.923 -0.019 -0.042 -0.115
```
Positions in Å, forces in eV/Å.

LUMO level, eV: -0.66
Relative energy (zero: lowest compared OMol25 entry of this formula, charge and spin), kcal per mole: 112.4
Net charge: 0
Gap between HOMO and LUMO, eV: 9.205

C6H5F3OP | ωB97M-V/def2-TZVPD

XYZ file:
```
16
Properties=species:S:1:pos:R:3:forces:R:3
C 1.053 0.411 0.012 -4.078 -2.274 -0.471
C -0.093 1.183 -0.149 0.393 1.679 0.480
C 0.886 -0.987 0.065 -0.461 2.000 -0.073
C -1.374 0.598 -0.123 -0.187 0.554 -0.152
C -0.394 -1.552 0.058 0.581 2.577 -0.032
C -1.561 -0.741 0.012 3.637 -0.483 0.258
O -2.791 -1.253 0.218 -4.574 3.093 -0.965
F -5.238 -1.009 -0.063 0.261 0.323 0.406
F -4.415 0.786 -1.346 1.007 -0.910 0.524
F -4.471 1.067 0.975 0.588 -0.958 0.198
P -4.116 0.007 -0.055 1.222 -2.485 -0.298
H 1.991 0.796 0.042 2.456 1.402 0.058
H 0.146 2.275 -0.170 -1.066 -0.890 -0.228
H 1.849 -1.465 0.134 -0.425 -1.171 0.043
H -2.427 1.060 -0.198 1.432 0.836 -0.022
H -0.376 -2.554 0.159 -0.787 -3.293 0.275
```
Positions in Å, forces in eV/Å.

LUMO level, eV: -6.65
Relative energy (zero: lowest compared OMol25 entry of this formula, charge and spin), kcal per mole: 3.9
Net charge: +1
Gap between HOMO and LUMO, eV: 6.925

C6H5INO2S | ωB97M-V/def2-TZVPD

XYZ file:
```
16
Properties=species:S:1:pos:R:3:forces:R:3
C -1.787 1.024 -0.715 -0.054 -2.196 0.520
C -1.600 -0.326 -0.311 -4.153 2.340 -1.968
C -0.929 1.956 -0.179 0.369 0.274 -0.949
C -0.617 -0.653 0.507 -0.336 -2.598 0.254
C 0.124 1.641 0.635 2.561 -0.432 0.237
C 0.314 0.232 0.953 1.243 2.377 1.337
N 1.357 -0.011 1.759 0.870 1.012 0.387
O 3.349 -1.493 -1.408 0.345 -0.057 -0.040
O 1.243 -2.722 -1.124 0.685 0.947 -0.171
S 2.027 -1.518 -0.831 -0.882 -1.078 -1.454
I 2.061 -1.873 1.859 0.134 -0.845 1.393
H -2.522 1.197 -1.473 -0.367 0.630 -0.110
H -2.481 -0.988 -0.542 1.453 0.122 -0.036
H -1.000 2.906 -0.630 0.021 1.468 -0.039
H -0.623 -1.704 0.690 0.762 -0.567 0.772
H 1.084 2.331 0.812 -2.651 -1.398 -0.132
```
Positions in Å, forces in eV/Å.

LUMO level, eV: 2.98
Relative energy (zero: lowest compared OMol25 entry of this formula, charge and spin), kcal per mole: 0.0
Net charge: -1
Gap between HOMO and LUMO, eV: 6.047

C6H5IO2 | ωB97M-V/def2-TZVPD

XYZ file:
```
14
Properties=species:S:1:pos:R:3:forces:R:3
C -0.084 1.679 1.277 -0.850 1.565 2.831
C 0.978 0.908 1.615 0.010 -0.062 -1.119
C -0.806 1.035 0.261 -2.576 0.053 -2.960
C -0.150 -0.100 -0.080 1.500 1.084 1.575
C -2.405 1.625 -0.864 3.144 0.076 3.922
C -0.301 -1.140 -1.093 0.611 0.172 0.194
O -2.916 0.982 -1.662 -0.280 -1.183 -1.347
O 1.021 -0.143 0.752 -1.116 -0.808 -0.829
I -3.231 3.497 -0.186 0.247 -0.008 0.002
H -0.490 2.429 1.989 0.504 -0.144 -1.062
H 1.813 1.015 2.330 -0.830 -0.179 -0.567
H 0.613 -1.655 -1.205 1.250 -0.626 0.032
H -1.027 -1.882 -0.919 -1.131 -0.700 0.591
H -0.490 -0.729 -2.041 -0.484 0.760 -1.264
```
Positions in Å, forces in eV/Å.

LUMO level, eV: -0.40
Relative energy (zero: lowest compared OMol25 entry of this formula, charge and spin), kcal per mole: 33.1
Net charge: 0
Gap between HOMO and LUMO, eV: 8.481

C6H5InNO2 | ωB97M-V/def2-TZVPD

XYZ file:
```
15
Properties=species:S:1:pos:R:3:forces:R:3
In 1.959 -2.095 4.603 0.290 -0.273 0.613
C -0.604 -0.262 -2.083 -0.326 -2.245 -0.721
C -0.107 1.094 -1.774 0.804 -0.104 0.427
C 0.175 1.376 -0.462 -0.538 1.290 0.213
C 0.026 0.377 0.498 0.849 0.666 -1.001
C -0.119 -1.032 0.103 -1.371 -1.298 -0.625
C -0.512 -1.330 -1.180 0.121 0.295 1.005
N 0.171 0.700 1.905 0.764 0.684 0.842
O -0.222 1.785 2.198 -0.606 0.255 0.163
O 0.773 -0.084 2.627 -0.351 -0.218 -1.112
H -0.980 -0.522 -3.076 -0.273 0.498 -0.057
H 0.098 1.731 -2.634 -0.102 0.421 0.252
H 0.348 2.419 -0.203 0.310 -0.105 0.328
H -0.125 -1.825 0.844 0.191 0.160 0.215
H -0.883 -2.331 -1.367 0.237 -0.025 -0.543
```
Positions in Å, forces in eV/Å.

LUMO level, eV: -18.43
Relative energy (zero: lowest compared OMol25 entry of this formula, charge and spin), kcal per mole: 22.6
Net charge: +3
Gap between HOMO and LUMO, eV: 3.773

C6H5N | ωB97M-V/def2-TZVPD

XYZ file:
```
12
Properties=species:S:1:pos:R:3:forces:R:3
C -1.756 -1.382 1.496 0.085 0.275 -0.352
C -1.506 -0.692 0.540 -0.117 -0.261 0.381
C -1.152 0.115 -0.609 -0.114 -0.235 -0.078
N -0.738 1.531 -0.411 0.033 0.197 0.162
C 0.243 0.549 -0.731 0.110 -0.134 0.197
C 1.450 0.176 -0.207 0.130 0.005 0.002
C 2.692 -0.039 -0.340 -0.202 0.001 0.161
H -1.975 -1.993 2.344 0.018 0.118 -0.158
H -1.757 -0.039 -1.501 0.130 -0.004 0.131
H -0.726 1.764 0.583 -0.036 -0.039 -0.090
H 1.702 0.401 -1.414 0.048 0.024 -0.233
H 3.523 -0.391 0.251 -0.085 0.053 -0.122
```
Positions in Å, forces in eV/Å.

LUMO level, eV: 0.51
Relative energy (zero: lowest compared OMol25 entry of this formula, charge and spin), kcal per mole: 184.9
Net charge: 0
Gap between HOMO and LUMO, eV: 8.189

C6H5N3 | ωB97M-V/def2-TZVPD

XYZ file:
```
14
Properties=species:S:1:pos:R:3:forces:R:3
C -2.262 -1.051 1.085 -0.643 0.292 -2.309
C -1.906 -1.032 -0.437 -0.972 0.814 1.515
C -1.872 -0.916 -1.667 3.945 -0.025 -0.699
N -0.868 -0.911 -2.766 2.300 1.736 4.120
C 0.366 -0.349 -2.174 -1.121 1.915 0.828
N 0.426 0.601 -1.079 0.794 0.219 2.244
C 1.717 0.633 -0.644 -5.328 0.505 -0.461
C 2.478 -0.223 -1.427 -1.896 -1.191 -2.871
N 1.688 -0.502 -2.467 1.448 -4.671 -2.363
H -2.190 -2.059 1.409 -0.082 -1.057 0.244
H -3.332 -0.771 1.096 0.508 -0.081 0.275
H -1.714 -0.469 1.846 0.151 0.266 -1.200
H 2.025 1.320 0.082 0.212 0.721 1.106
H 3.349 -0.813 -1.208 0.685 0.554 -0.429
```
Positions in Å, forces in eV/Å.

LUMO level (spin up / spin down), eV: -2.00 / -2.22
SMILES: CC#CN=C1N=CC=N1
Relative energy (zero: lowest compared OMol25 entry of this formula, charge and spin), kcal per mole: 168.5
Net charge: 0
Gap between HOMO and LUMO (spin up / spin down), eV: 7.203 / 7.052

C6H5N3 | ωB97M-V/def2-TZVPD

XYZ file:
```
14
Properties=species:S:1:pos:R:3:forces:R:3
C -0.134 -2.263 -0.604 -2.865 2.687 1.936
C -0.042 1.385 0.438 1.077 0.006 -0.886
C -1.851 -0.555 0.265 -6.834 4.200 1.673
C -0.920 -1.296 -0.011 7.328 -5.600 -2.529
C 0.831 0.863 -0.162 2.340 -0.365 -0.875
C 1.987 0.217 -0.749 1.331 -0.904 4.173
N 0.516 -3.073 -1.112 1.290 -1.285 -0.849
N -1.150 1.644 1.062 -2.641 1.203 0.322
N -2.166 0.627 0.756 0.435 -1.718 -0.553
H -0.892 1.706 2.020 -0.935 0.048 1.350
H 2.407 -0.615 -0.038 -0.918 1.446 -0.734
H 2.838 0.866 -0.835 0.132 0.439 -0.811
H 1.706 -0.372 -1.526 -0.463 -1.104 -3.000
H -3.129 0.865 0.495 0.724 0.946 0.783
```
Positions in Å, forces in eV/Å.

LUMO level (spin up / spin down), eV: 0.62 / -2.88
Relative energy (zero: lowest compared OMol25 entry of this formula, charge and spin), kcal per mole: 0.0
⟨S²⟩: 2.03
Net charge: 0
Multiplicity: 3
Gap between HOMO and LUMO (spin up / spin down), eV: 6.790 / 6.225